[1]
Below is a molecular structure, C30H25ClN8O3PtS2 at a distorted geometry, with properties calculated with ωB97M-V/def2-TZVPD.

Positions of all 70 atoms, in Å:
Pt: -0.515 0.653 -1.317
Cl: -1.041 -6.412 1.021
C: -0.747 -4.933 0.213
C: -0.044 -4.937 -1.010
C: 0.140 -3.767 -1.680
C: -0.391 -2.520 -1.216
O: -0.253 -1.498 -1.951
C: -1.038 -2.518 0.079
C: -1.493 -1.344 0.748
N: -1.759 -0.171 0.249
C: -2.284 0.838 1.039
C: -2.995 0.606 2.211
C: -3.438 1.662 3.005
C: -3.205 2.963 2.640
C: -2.562 3.252 1.420
C: -2.323 4.567 0.973
C: -1.716 4.774 -0.240
C: -1.322 3.665 -0.995
N: -1.509 2.429 -0.583
C: -2.110 2.184 0.602
C: -1.180 -3.737 0.757
H: 0.355 -5.864 -1.393
H: 0.698 -3.743 -2.603
H: -1.631 -1.491 1.820
H: -3.218 -0.402 2.522
H: -3.956 1.438 3.925
H: -3.511 3.778 3.276
H: -2.623 5.396 1.596
H: -1.548 5.768 -0.623
H: -0.863 3.792 -1.968
H: -1.685 -3.749 1.713
N: 4.026 -0.868 5.653
C: 3.461 -0.155 4.666
C: 4.244 0.684 3.841
C: 3.658 1.415 2.834
C: 2.284 1.333 2.653
C: 1.495 0.492 3.427
C: 2.069 -0.242 4.434
S: 1.426 2.294 1.429
O: 0.137 2.641 1.955
O: 2.242 3.330 0.885
N: 1.131 1.150 0.258
C: 2.118 0.955 -0.605
N: 1.730 0.756 -1.889
C: 2.649 0.563 -2.816
C: 3.998 0.556 -2.501
C: 4.313 0.762 -1.161
N: 3.398 0.941 -0.238
H: 5.016 -0.815 5.824
H: 3.472 -1.463 6.247
H: 5.304 0.760 4.025
H: 4.233 2.066 2.196
H: 0.434 0.471 3.233
H: 1.466 -0.871 5.070
H: 2.301 0.436 -3.833
H: 4.758 0.395 -3.245
H: 5.336 0.755 -0.810
C: -0.446 -1.634 -5.159
N: -1.726 -1.545 -4.515
C: -2.665 -2.530 -4.420
C: -3.704 -2.045 -3.692
N: -3.379 -0.765 -3.346
C: -2.161 -0.465 -3.844
S: -1.360 1.038 -3.713
H: -0.332 -2.624 -5.593
H: 0.339 -1.464 -4.419
H: -0.365 -0.879 -5.942
H: -2.544 -3.486 -4.886
H: -4.629 -2.502 -3.409
H: -3.959 -0.122 -2.828

Summary:
- Orbital gap (spin up / spin down): 3.657 / 3.643 eV
- HOMO level (spin up / spin down): -12.14 / -12.13 eV
- Total charge: +2
- Maximum force: 0.0747 Eh/bohr
- Lowest unoccupied orbital energy (spin up / spin down): -8.479 / -8.486 eV
- Relative energy (zero: lowest compared OMol25 entry of this formula, charge and spin): 288.55 kJ/mol

[2]
Below is a molecular structure, C30H25F3N6OPRh, with properties calculated with ωB97M-V/def2-TZVPD.

Positions of all 67 atoms, in Å:
Rh: -0.166 -1.073 0.143
O: 2.535 -2.289 0.376
N: 2.148 -1.091 -0.185
C: 3.051 -0.230 -0.426
C: 2.863 1.069 -1.077
C: 4.042 1.649 -1.545
C: 4.041 2.852 -2.230
C: 2.845 3.510 -2.455
C: 1.661 2.956 -1.985
C: 1.646 1.746 -1.294
P: 0.024 1.240 -0.659
C: -0.222 2.081 0.922
C: 0.698 3.002 1.419
C: 0.485 3.586 2.661
C: -0.641 3.260 3.403
C: -1.565 2.347 2.907
C: -1.356 1.754 1.675
C: -1.187 1.790 -1.866
C: -1.118 1.241 -3.149
C: -2.049 1.609 -4.105
C: -3.051 2.517 -3.783
C: -3.120 3.061 -2.508
C: -2.191 2.700 -1.544
H: 3.507 -2.334 0.420
H: 4.089 -0.486 -0.200
H: 4.983 1.140 -1.378
H: 4.973 3.269 -2.585
H: 2.824 4.450 -2.988
H: 0.730 3.480 -2.161
H: 1.576 3.264 0.843
H: 1.197 4.306 3.042
H: -0.806 3.727 4.365
H: -2.454 2.108 3.478
H: -2.090 1.058 1.281
H: -0.330 0.539 -3.405
H: -1.994 1.191 -5.101
H: -3.778 2.803 -4.531
H: -3.896 3.774 -2.265
H: -2.242 3.133 -0.553
F: -3.272 -0.313 -0.558
C: -2.627 -1.406 -0.914
F: -3.043 -2.448 -0.211
F: -2.697 -1.624 -2.199
N: -0.653 -6.492 -0.889
C: -0.307 -5.282 -1.356
C: -0.412 -4.114 -0.566
N: -0.040 -2.942 -1.049
C: 0.435 -2.863 -2.297
C: 0.519 -4.013 -3.063
N: 0.156 -5.197 -2.603
H: -1.082 -6.619 0.009
H: -0.604 -7.278 -1.516
H: -0.794 -4.156 0.448
H: 0.744 -1.895 -2.669
H: 0.892 -3.971 -4.079
N: -0.359 -1.063 7.628
C: -0.320 -1.110 6.482
C: -0.267 -1.159 5.048
C: -1.340 -1.665 4.319
C: -1.252 -1.673 2.943
N: -0.173 -1.222 2.288
C: 0.862 -0.744 2.993
C: 0.856 -0.692 4.370
H: -2.225 -2.037 4.814
H: -2.072 -2.045 2.342
H: 1.710 -0.388 2.425
H: 1.705 -0.296 4.908

Summary:
- Orbital gap (spin up / spin down): 7.718 / 6.111 eV
- ⟨S²⟩: 6.010
- HOMO level (spin up / spin down): -13.66 / -13.98 eV
- Total charge: +2
- Multiplicity: 5
- Maximum force: 0.0147 Eh/bohr
- Lowest unoccupied orbital energy (spin up / spin down): -5.946 / -7.870 eV
- Relative energy (zero: lowest compared OMol25 entry of this formula, charge and spin): 0.00 kJ/mol

[3]
Below is a molecular structure, C30H26AlN5O4 at a distorted geometry, with properties calculated with ωB97M-V/def2-TZVPD.

Positions of all 66 atoms, in Å:
Al: 1.168 1.540 -0.517
N: 0.235 4.531 -0.449
C: 0.437 4.037 -1.716
C: 0.131 4.848 -2.813
C: 0.268 4.351 -4.085
C: 0.726 3.039 -4.272
C: 1.039 2.306 -3.169
N: 0.905 2.788 -1.899
C: 0.380 3.959 0.795
C: 0.004 4.691 1.922
C: 0.174 4.149 3.174
C: 0.733 2.872 3.305
C: 1.072 2.196 2.172
N: 0.890 2.717 0.922
H: -0.120 5.475 -0.427
H: -0.222 5.858 -2.648
H: 0.018 4.965 -4.939
H: 0.825 2.616 -5.260
H: 1.397 1.286 -3.235
H: -0.415 5.681 1.799
H: -0.123 4.706 4.052
H: 0.892 2.426 4.276
H: 1.495 1.199 2.198
O: -0.316 -2.062 -0.798
C: 0.543 -1.053 -0.537
O: 0.183 0.221 -0.826
C: 2.929 -0.638 -0.647
C: 4.167 -1.280 -0.767
C: 5.318 -0.584 -0.512
C: 5.235 0.766 -0.125
C: 4.013 1.353 -0.071
N: 2.849 0.682 -0.343
H: 4.168 -2.320 -1.058
H: 6.283 -1.061 -0.610
H: 6.125 1.329 0.115
H: 3.887 2.398 0.185
C: -2.851 -4.956 1.776
O: -2.952 -3.644 1.237
C: -3.228 -3.524 -0.081
C: -3.320 -4.585 -0.974
C: -3.616 -4.354 -2.307
C: -3.852 -3.068 -2.767
C: -3.758 -2.006 -1.883
C: -3.419 -2.220 -0.557
N: -3.339 -1.105 0.322
C: -2.390 -0.715 1.197
C: -1.084 -1.071 1.440
C: -0.543 -0.681 2.715
C: 0.564 -1.257 3.244
C: 1.195 -2.371 2.575
C: 0.827 -2.715 1.332
C: -0.101 -1.824 0.607
O: 1.867 -1.385 -0.887
H: -2.717 -4.826 2.846
H: -1.991 -5.490 1.365
H: -3.761 -5.528 1.588
H: -3.153 -5.597 -0.634
H: -3.671 -5.192 -2.990
H: -4.094 -2.894 -3.806
H: -3.928 -0.994 -2.230
H: -4.179 -0.552 0.339
H: -2.769 0.024 1.896
H: -1.123 0.018 3.311
H: 0.897 -0.977 4.235
H: 1.938 -2.950 3.107
H: 1.256 -3.548 0.789

Summary:
- Orbital gap: 5.001 eV
- HOMO level: -11.44 eV
- Total charge: +2
- Maximum force: 0.0384 Eh/bohr
- Lowest unoccupied orbital energy: -6.437 eV

[4]
Below is a molecular structure, C30H26BrClInNO6P2, with properties calculated with ωB97M-V/def2-TZVPD.

Positions of all 68 atoms, in Å:
In: 0.329 -0.528 0.015
O: -1.105 0.265 1.292
P: -0.988 0.396 2.826
C: 0.612 1.129 3.325
P: 2.053 1.076 2.204
O: 1.608 0.925 0.731
C: 3.089 -0.284 2.691
C: 3.724 -1.037 1.704
C: 4.577 -2.067 2.062
C: 4.807 -2.340 3.403
C: 4.189 -1.583 4.390
C: 3.334 -0.552 4.037
C: 2.879 2.638 2.369
C: 2.932 3.299 3.597
C: 3.668 4.465 3.716
C: 4.353 4.967 2.617
C: 4.299 4.311 1.395
C: 3.568 3.142 1.267
C: -1.137 -1.184 3.627
C: -1.736 -2.236 2.935
C: -1.914 -3.459 3.557
C: -1.508 -3.632 4.873
C: -0.929 -2.581 5.573
C: -0.746 -1.355 4.956
C: -2.243 1.521 3.389
C: -2.080 2.271 4.554
C: -3.122 3.056 5.018
C: -4.326 3.087 4.328
C: -4.492 2.339 3.171
C: -3.456 1.550 2.701
H: 0.907 0.672 4.270
H: 0.413 2.189 3.500
H: 3.553 -0.826 0.655
H: 5.056 -2.661 1.295
H: 5.481 -3.138 3.682
H: 4.372 -1.797 5.434
H: 2.877 0.039 4.823
H: 2.412 2.912 4.466
H: 3.707 4.984 4.664
H: 4.937 5.872 2.716
H: 4.828 4.712 0.541
H: 3.526 2.628 0.315
H: -2.054 -2.108 1.908
H: -2.362 -4.279 3.013
H: -1.652 -4.587 5.361
H: -0.622 -2.717 6.601
H: -0.317 -0.541 5.528
H: -1.152 2.247 5.113
H: -2.995 3.643 5.917
H: -5.142 3.692 4.700
H: -5.432 2.369 2.636
H: -3.587 0.961 1.802
O: -0.729 -3.278 -0.099
Cl: 0.630 -3.399 0.338
O: 0.872 -4.475 1.203
O: 1.536 -3.287 -0.755
O: 0.866 -2.107 1.175
Br: 2.039 0.336 -2.536
C: 0.190 0.537 -2.776
C: -0.333 1.157 -3.891
C: -1.712 1.186 -4.033
C: -2.523 0.601 -3.068
C: -1.932 0.021 -1.971
N: -0.591 -0.017 -1.835
H: 0.325 1.587 -4.631
H: -2.151 1.660 -4.902
H: -3.599 0.600 -3.159
H: -2.511 -0.425 -1.174

Summary:
- Orbital gap: 8.354 eV
- HOMO level: -14.47 eV
- Total charge: +2
- Maximum force: 0.0116 Eh/bohr
- Lowest unoccupied orbital energy: -6.111 eV
- Relative energy (zero: lowest compared OMol25 entry of this formula, charge and spin): 28.62 kJ/mol

For reference, E_tot by record: -87003.0243 -62935.2259 -53758.3613 -151605.5967 eV.